Entry 1:
Entry from the Open Molecules 2025 dataset: a cluster of 4 separate species, C28H41NO7S in total (the ωB97M-V functional and the def2-TZVPD basis).

Results
HOMO energy in eV: -6.81
LUMO energy in eV: 0.75
Structure (SMILES): Cc1cc(C[C@@H](C)O)c2c(c1)Nc1ccccc1S2.CCOC(C)=O.CCOC(C)=O.CCOC(C)=O
Gap between HOMO and LUMO in eV: 7.56

Structure (XYZ):
```
78
Properties=species:S:1:pos:R:3:forces:R:3
C -3.13108 0.25825 3.63127 0.09 0.06 -0.01
C -2.21710 0.61497 2.49094 0.19 0.04 -0.19
C -2.29446 1.85227 1.85242 -0.04 -0.10 0.02
C -1.43312 2.20000 0.81365 -0.13 -0.10 0.19
C -1.53157 3.56143 0.17951 0.05 -0.22 0.26
C -0.56541 4.59828 0.80256 0.11 0.08 0.01
C 0.42919 5.18997 -0.20335 -0.01 -0.11 -0.08
O -1.29642 5.63091 1.47595 -0.08 -0.11 -0.01
C -0.45141 1.29048 0.41781 -0.02 -0.06 0.05
C -0.35995 0.04598 1.04040 -0.03 -0.06 0.11
C -1.24599 -0.28490 2.06387 -0.08 0.16 -0.01
N 0.63364 -0.88399 0.67243 -0.21 0.00 -0.18
C 1.04133 -0.97890 -0.67005 -0.01 0.18 0.06
C 1.42798 -2.20227 -1.20239 -0.05 -0.11 0.09
C 1.86927 -2.30031 -2.50780 0.02 0.03 -0.18
C 1.90997 -1.16866 -3.30994 0.01 -0.04 -0.06
C 1.51015 0.05273 -2.79188 0.02 0.01 -0.13
C 1.09179 0.15724 -1.47599 0.00 0.00 0.09
S 0.72883 1.75372 -0.81581 0.08 -0.07 0.05
H -4.17304 0.47672 3.39262 0.01 0.00 -0.01
H -3.02890 -0.79233 3.89519 -0.06 -0.01 -0.01
H -2.85782 0.83080 4.51948 -0.06 0.02 0.01
H -3.04509 2.57121 2.16995 0.05 -0.04 -0.02
H -2.54802 3.92090 0.35431 -0.01 0.05 -0.19
H -1.35091 3.47599 -0.89074 -0.08 0.13 -0.04
H -0.01049 4.10342 1.60237 -0.02 0.10 0.04
H 0.07306 5.09756 -1.23073 -0.05 0.11 0.04
H 1.39038 4.67409 -0.14574 -0.04 0.04 -0.01
H 0.58547 6.24407 0.02569 0.08 -0.04 0.04
H -1.95680 5.97265 0.86340 0.07 0.05 -0.03
H -1.16469 -1.24963 2.55619 0.01 0.01 -0.03
H 0.43646 -1.79588 1.05906 0.15 0.04 0.13
H 1.40105 -3.08817 -0.57753 -0.02 0.02 0.03
H 2.18853 -3.26062 -2.89051 0.04 0.05 0.00
H 2.25576 -1.22530 -4.33344 0.01 -0.05 0.00
H 1.53589 0.94487 -3.40818 -0.01 -0.03 0.03
C 5.05087 -7.47196 -3.68518 0.01 0.03 0.07
C 4.70830 -6.18815 -4.41096 0.00 -0.08 -0.02
O 4.39085 -5.12381 -3.50860 -0.02 0.05 -0.07
C 5.33407 -4.33065 -2.94726 0.00 -0.06 0.04
C 6.79489 -4.68909 -3.09375 -0.01 0.08 -0.14
O 4.96822 -3.38799 -2.30573 0.05 0.02 0.05
H 5.95264 -7.36542 -3.08214 0.01 0.00 -0.03
H 5.21424 -8.27644 -4.40275 -0.01 0.00 -0.01
H 4.23341 -7.75747 -3.02368 -0.01 -0.01 -0.01
H 5.49739 -5.88404 -5.09923 0.01 0.00 0.01
H 3.80257 -6.31786 -5.00113 -0.01 0.00 0.01
H 7.07822 -5.31166 -2.24534 0.01 -0.02 0.01
H 7.36865 -3.76779 -3.04936 -0.02 0.01 0.07
H 7.04287 -5.21635 -4.01059 -0.01 -0.04 0.03
C -4.32292 3.60067 -6.29597 0.00 0.05 0.06
C -2.94275 3.09188 -5.93708 -0.06 -0.02 -0.07
O -2.25289 3.97703 -5.04904 0.07 -0.04 0.01
C -2.40791 3.93501 -3.70958 -0.05 -0.03 -0.01
C -3.50526 3.08639 -3.10917 0.12 -0.12 -0.01
O -1.68752 4.61685 -3.03396 -0.03 0.08 0.01
H -4.97381 3.64965 -5.42297 0.00 -0.03 0.00
H -4.78663 2.94062 -7.02955 0.01 -0.01 -0.01
H -4.25387 4.60076 -6.72314 0.00 0.00 -0.02
H -2.97182 2.08267 -5.52563 0.00 0.00 0.02
H -2.31072 3.05723 -6.82280 0.01 0.01 0.00
H -4.39404 3.70802 -3.00016 -0.02 0.01 0.00
H -3.18373 2.76918 -2.12049 -0.01 0.06 0.02
H -3.76461 2.20658 -3.69086 -0.03 0.03 -0.03
C -0.55165 0.63108 8.35500 0.04 -0.04 -0.06
C -1.88011 0.07046 7.89350 0.04 0.07 0.07
O -1.78278 -0.57295 6.61842 -0.09 -0.05 -0.03
C -1.40405 -1.85828 6.46970 0.10 0.03 0.03
C -0.83412 -2.60988 7.65005 -0.16 -0.04 0.04
O -1.48481 -2.35436 5.37956 0.01 -0.04 -0.04
H 0.18344 -0.15670 8.51965 -0.01 -0.01 0.03
H -0.68024 1.17765 9.28956 -0.01 0.01 0.00
H -0.15343 1.31403 7.60522 -0.01 0.01 0.01
H -2.32104 -0.60323 8.62914 0.01 -0.01 0.00
H -2.59305 0.87694 7.72989 0.00 0.00 -0.01
H 0.24804 -2.48128 7.64270 0.02 0.01 0.01
H -1.05532 -3.66458 7.51316 0.05 0.00 -0.06
H -1.21606 -2.29030 8.61556 0.04 0.03 0.00
```
Forces are in eV/Å.

And the Löwdin charges, in e, turn out to be: -0.05, -0.26, 0.00, -0.24, -0.14, -0.40, -0.05, -0.05, -0.38, -0.23, 0.02, 0.09, -0.25, -0.02, -0.09, -0.09, -0.11, -0.46, 1.07, 0.08, 0.06, 0.07, 0.12, 0.12, 0.06, 0.14, 0.06, 0.06, 0.08, 0.09, 0.12, 0.13, 0.11, 0.09, 0.10, 0.10, -0.06, -0.24, -0.01, -0.52, 0.01, 0.11, 0.07, 0.08, 0.08, 0.11, 0.12, 0.10, 0.09, 0.07, -0.06, -0.24, 0.00, -0.51, 0.03, 0.10, 0.07, 0.08, 0.08, 0.11, 0.12, 0.10, 0.08, 0.07, -0.06, -0.23, -0.01, -0.52, 0.01, 0.10, 0.07, 0.08, 0.09, 0.11, 0.12, 0.10, 0.09, 0.07

***

Entry 2:
Entry from the Open Molecules 2025 dataset: a structure of composition C28H42As2Ca2F15O20 in a non-equilibrium geometry (the ωB97M-V functional and the def2-TZVPD basis).

Results
HOMO energy in eV: -11.19
Total charge: +1
LUMO energy in eV: -8.98
Energy relative to the best compared isomer or geometry (same formula, charge and spin) in kJ/mol: 2692.4
Gap between HOMO and LUMO in eV: 2.21

Structure (XYZ):
```
109
Properties=species:S:1:pos:R:3:forces:R:3
Ca 5.14259 -18.46764 14.71912 -0.14 0.00 0.14
Ca 10.71893 -20.64022 19.34786 -0.28 0.73 0.47
As 2.50121 -24.51208 16.91094 -0.95 -1.60 -0.62
F 3.41072 -22.86415 16.59594 -0.60 -1.95 0.04
F 1.08755 -23.56463 17.42729 1.46 -0.57 -0.17
F 1.51048 -26.05431 17.30640 1.73 2.56 -0.81
F 3.88970 -25.68396 16.36400 -2.09 2.51 0.49
F 3.24721 -24.49581 18.52814 -0.73 0.10 -1.51
F 1.80285 -24.34928 15.18478 1.53 -0.50 2.41
As 11.92964 -15.91128 14.45613 1.00 1.85 -1.75
F 12.14516 -17.43677 13.47701 -0.12 1.60 1.43
F 13.69214 -15.67469 14.62394 -1.77 -0.37 -0.20
F 11.56686 -14.40992 15.40567 0.39 -1.51 -1.23
F 10.17554 -16.19323 14.30686 0.68 0.10 0.08
F 11.94136 -16.74962 16.00933 -0.19 -0.40 -0.62
F 11.99364 -14.90971 12.86851 -0.40 -1.67 2.56
C 7.21662 -17.16635 21.87381 1.53 -2.26 -1.92
O 8.37030 -17.64215 22.58260 -1.62 -1.24 0.31
O 7.35833 -17.93150 20.68686 -1.40 0.63 1.15
C 5.91621 -17.40483 22.74312 -2.09 -0.40 0.44
F 4.80158 -17.87221 22.07549 1.10 1.37 -0.53
F 6.02620 -18.31710 23.68325 1.36 -0.77 0.72
F 5.55041 -16.26944 23.43963 0.50 -0.49 -1.35
C 8.77791 -17.09749 23.81053 3.39 0.63 1.21
C 9.57148 -18.01909 24.89262 -2.63 -0.89 -0.59
H 10.63163 -17.91197 25.12220 -0.11 0.39 -0.73
H 9.02843 -17.96343 25.83607 0.15 0.65 0.22
H 9.30707 -19.05850 24.69820 0.56 -0.34 -0.52
H 8.06497 -16.55124 24.42814 -0.27 0.20 -0.78
H 9.59890 -16.52999 23.37233 -0.05 1.48 1.17
H 7.23564 -16.11648 21.58137 0.19 0.40 0.59
C 17.98203 -23.73337 28.30865 1.87 0.01 0.86
C 16.82836 -24.41997 27.65104 -0.72 1.61 -0.78
C 16.09866 -23.56496 26.51268 0.37 -0.60 1.26
O 16.08326 -24.46023 25.42449 -1.13 1.78 -0.95
C 16.80302 -25.51096 25.67827 -0.92 -2.80 -1.16
O 16.84294 -26.45889 24.95186 0.69 0.01 -0.44
O 17.27301 -25.50137 26.88882 1.93 -0.93 1.21
H 18.71797 -24.49014 28.58032 -0.32 -0.47 0.52
H 17.80023 -23.15183 29.21246 -0.59 -0.20 -0.03
H 18.68039 -23.11438 27.74540 -0.77 0.34 -0.95
H 16.16943 -24.87446 28.39088 -0.30 0.51 0.08
H 16.71626 -22.72267 26.20085 -0.35 0.31 0.41
H 15.06127 -23.34842 26.76767 0.23 0.46 -0.03
C -1.60581 -17.08790 25.18204 -0.20 0.75 -0.92
C -2.30916 -16.70375 23.85272 -1.13 -1.44 0.55
C -3.06625 -17.81839 23.09193 0.63 0.34 0.66
O -4.23060 -17.15568 22.61711 -1.31 1.09 0.57
C -4.49262 -16.05301 23.41622 -3.09 3.43 -1.35
O -5.48667 -15.22156 23.33021 5.20 -5.05 0.46
O -3.43013 -15.87996 24.21999 -0.32 1.11 0.02
H -0.93674 -16.26065 25.41888 0.57 -0.42 -0.06
H -1.13497 -18.06726 25.09690 0.35 0.25 0.07
H -2.27473 -17.08258 26.04264 -0.48 -0.31 -0.41
H -1.67477 -16.25676 23.08732 0.16 0.78 0.52
H -3.31607 -18.60632 23.80247 -0.24 -0.29 -0.31
H -2.50774 -18.16482 22.22235 -0.15 -0.25 0.21
C 10.38507 -26.58250 30.30209 -1.44 -0.09 -1.42
C 9.72242 -26.49339 28.81889 0.73 -0.92 0.75
C 8.39089 -27.26747 28.69467 0.15 1.45 1.68
O 7.48686 -26.21605 28.16161 -0.93 -2.81 0.14
C 8.09484 -25.06624 27.92252 0.63 -0.18 -0.44
O 7.62034 -24.12994 27.33411 0.71 -0.86 1.00
O 9.35990 -25.18305 28.39259 0.87 1.35 0.24
H 11.34385 -27.10095 30.29456 0.24 0.70 -0.24
H 9.78510 -27.22935 30.94219 -0.37 0.04 -0.10
H 10.35273 -25.59802 30.76885 0.53 -0.03 -0.13
H 10.47928 -26.84368 28.11706 -0.07 0.01 -0.10
H 8.16283 -27.52914 29.72792 -0.98 0.71 0.15
H 8.36466 -28.28671 28.30921 -0.05 0.65 -1.56
C 19.98273 -19.01604 21.54957 -0.25 0.02 -1.21
C 19.15479 -18.05463 20.60419 1.45 0.79 2.88
C 18.62781 -18.45601 19.25058 1.15 -1.99 1.04
O 17.36326 -19.02997 19.53927 -1.56 0.87 2.98
C 17.05721 -18.70047 20.89846 -2.73 1.53 0.02
O 16.01430 -19.00301 21.48162 3.12 0.23 -1.89
O 17.95678 -17.75570 21.38151 -1.01 -2.10 -1.61
H 20.95477 -19.18702 21.08698 -0.04 -0.41 -0.04
H 19.45765 -19.94285 21.78069 -0.01 -0.27 -0.58
H 20.19282 -18.64110 22.55126 -0.25 0.85 -0.28
H 19.75770 -17.14967 20.52915 -0.30 0.18 0.00
H 19.14843 -19.38083 19.00207 0.82 0.68 -1.12
H 18.66957 -17.61150 18.56271 -0.53 -0.43 -0.25
C 17.05064 -14.48449 29.63372 0.45 -1.06 0.47
C 18.47597 -14.72439 29.13591 -0.37 1.66 0.29
C 19.49541 -13.61686 29.60724 0.13 -1.78 -0.63
O 20.64292 -14.45598 29.79050 0.74 -0.90 0.43
C 20.28209 -15.80653 29.88902 5.45 -0.43 0.94
O 21.04824 -16.73240 30.13814 -1.34 2.50 -0.39
O 19.06363 -15.95077 29.63298 -4.75 0.09 -0.74
H 16.55387 -13.64174 29.15300 0.24 -0.06 -0.07
H 17.06620 -14.34237 30.71430 0.05 0.29 0.02
H 16.46215 -15.39223 29.50035 -0.14 0.08 -0.33
H 18.50511 -14.80720 28.04945 -0.01 0.05 -0.03
H 19.29135 -13.08173 30.53466 -0.40 -0.30 0.09
H 19.71767 -12.88226 28.83325 -0.06 -0.15 -0.06
C 7.15340 -8.75940 13.23745 1.42 -1.57 0.27
C 7.42902 -9.99634 14.18232 0.96 3.80 -0.22
C 7.21386 -9.65132 15.71559 0.61 -1.11 -1.70
O 6.32572 -10.68975 16.00473 -1.72 -2.36 2.49
C 6.00458 -11.51939 14.95577 -1.76 -0.68 3.38
O 5.30230 -12.51474 14.95541 1.02 1.29 0.64
O 6.53020 -10.98577 13.96243 -0.59 -0.94 -5.50
H 6.18480 -8.28252 13.38739 0.16 -0.14 0.01
H 7.32885 -9.10301 12.21801 -0.69 -0.05 -0.17
H 7.99531 -8.07523 13.34328 -0.25 0.36 0.52
H 8.35000 -10.50424 13.89610 0.69 0.84 0.54
H 6.70471 -8.72471 15.98063 0.33 0.18 -0.45
H 8.14710 -9.79007 16.26141 -0.15 0.18 0.19
```
Forces are in eV/Å.

Atom charges from the Löwdin analysis, given in e for atoms 1 to 99: 1.86, 1.67, 1.04, -0.42, -0.30, -0.33, -0.35, -0.30, -0.34, 0.91, -0.32, -0.29, -0.31, -0.34, -0.32, -0.33, -0.36, -0.14, -0.17, -0.50, 0.10, 0.16, 0.10, -0.23, -0.05, 0.06, 0.06, 0.06, 0.12, 0.11, 0.15, -0.04, -0.29, -0.05, 0.08, -0.65, 0.15, 0.11, 0.09, 0.09, 0.09, 0.16, 0.13, 0.13, -0.01, -0.28, -0.11, 0.04, -0.42, 0.06, 0.06, 0.08, 0.08, 0.09, 0.15, 0.13, 0.13, 0.00, -0.27, -0.04, 0.08, -0.57, 0.15, 0.06, 0.07, 0.06, 0.08, 0.14, 0.11, 0.13, -0.01, -0.29, -0.11, 0.02, -0.44, 0.09, 0.05, 0.08, 0.08, 0.08, 0.15, 0.14, 0.14, -0.02, -0.26, -0.08, 0.03, -0.58, 0.12, 0.12, 0.09, 0.09, 0.08, 0.15, 0.13, 0.13, 0.00, -0.28, -0.07